A molecular structure, C15H25BF4HgO6 at a distorted geometry, computed with ωB97M-V/def2-TZVPD.

XYZ file:
```
52
Properties=species:S:1:pos:R:3:forces:R:3
C 3.61526 -1.35663 2.50319 -0.1 0.2 -0.3
C 3.55950 -1.25569 0.98393 0.1 0.7 0.4
C 3.37658 0.21299 0.57844 0.4 -0.5 0.0
C 3.00069 0.43685 -0.88461 -0.3 0.5 -0.4
C 3.84929 -0.32203 -1.89968 -0.3 0.3 -0.1
C 1.53312 0.17223 -1.09728 0.5 -1.6 -0.7
O 1.05270 -0.82874 -1.55488 0.0 0.8 0.3
O 0.70271 1.25612 -0.73812 0.2 0.1 1.1
C -0.33346 0.99787 0.18095 -0.6 1.9 -2.1
C -1.40347 0.24075 -0.54907 -1.3 -1.3 2.3
C -2.81376 0.17249 0.04889 0.2 -0.1 -0.8
C -3.69032 -1.05913 -0.26313 -0.2 0.3 -0.3
O -3.36934 -1.89706 -1.38897 0.2 -0.3 0.4
C -3.73309 -1.53555 -2.61756 0.1 1.2 -0.6
C -3.92822 -2.66017 -3.57944 0.4 -0.1 0.7
O -3.87404 -0.35147 -2.93302 0.6 -0.2 0.3
B 0.14341 0.12693 1.55336 0.8 -1.5 1.1
O 0.05831 -1.23479 1.50388 -0.3 0.8 0.2
O 0.67616 0.78236 2.57403 -0.6 0.5 -0.9
C 0.18056 0.55868 3.90282 0.1 -0.3 0.8
C -0.75814 2.41949 0.68852 1.5 0.6 0.4
F 0.39115 3.06414 1.01865 -0.7 -0.2 0.0
F -1.52086 2.31168 1.79669 -0.1 -0.2 -0.4
C -1.47660 3.32546 -0.34399 -0.2 0.8 0.5
F -1.99555 4.38001 0.32457 0.4 -0.6 -0.5
F -0.56338 3.76786 -1.25599 -0.4 -0.4 0.1
H 2.76216 -0.85859 2.95120 -0.3 -0.1 0.2
H 4.49440 -0.83398 2.86147 0.2 0.0 0.2
H 3.66292 -2.37973 2.84525 0.0 -0.3 0.1
H 4.53524 -1.54716 0.61777 0.0 -0.5 -0.3
H 2.78543 -1.88333 0.55618 -0.1 -0.3 -0.1
H 4.34547 0.68868 0.70466 0.1 0.3 0.1
H 2.71117 0.72933 1.26434 -0.2 0.2 0.0
H 3.12782 1.49968 -1.08339 -0.2 0.3 0.0
H 4.72227 0.27997 -2.11363 0.4 -0.1 0.1
H 4.13488 -1.30698 -1.57006 0.1 -0.3 0.1
H 3.31750 -0.41289 -2.83791 -0.1 -0.1 -0.2
H -1.05290 -0.75743 -0.78839 0.2 0.0 -0.9
H -1.40284 0.87186 -1.52538 -0.1 0.0 -0.3
H -3.34576 1.04352 -0.32007 -0.2 0.2 0.1
H -2.80864 0.27495 1.12847 0.2 0.2 0.3
H -4.70346 -0.70717 -0.40551 -0.2 0.1 0.0
H -3.72533 -1.72466 0.58575 0.2 -0.4 0.1
H -3.64848 -3.59227 -3.11120 -0.1 -0.3 0.1
H -3.29910 -2.52409 -4.44752 -0.1 0.2 -0.3
H -4.97387 -2.67160 -3.85747 -0.2 0.0 -0.2
H -0.82678 -1.59496 1.42082 -0.1 -0.5 -0.3
H 0.98838 0.70412 4.60365 0.3 0.1 0.0
H -0.19552 -0.44949 4.03359 0.0 -0.3 -0.2
H -0.60524 1.26564 4.13115 -0.1 0.3 -0.1
H -2.29129 2.82647 -0.86957 -0.1 0.0 0.0
Hg -1.38764 1.33546 -3.32638 -0.1 -0.4 0.1
```
Positions in Å, forces in eV/Å.

Calculated values
Frontier orbital gap: 3.9 eV
Charge: +2
E_tot: -1615.03394 Eh


A molecular structure, C4H11CeO4 at a distorted geometry, computed with ωB97M-V/def2-TZVPD.

XYZ file:
```
20
Properties=species:S:1:pos:R:3:forces:R:3
O -2.27424 1.86966 0.01076 1.8 0.2 -0.8
C -2.84847 0.81011 0.70828 -1.1 -1.4 1.4
C -2.46414 -0.53663 0.10456 -1.1 -0.1 -0.1
O -1.04496 -0.51385 -0.13310 0.3 1.2 0.0
C -0.49960 -1.76460 -0.53379 0.3 -1.1 -0.3
Ce -0.36562 1.68169 -0.70757 -0.9 0.2 -0.2
H -3.95320 0.85993 0.70748 0.5 0.2 0.0
H -2.52596 0.81542 1.76906 -0.2 0.2 -0.4
H -2.96740 -0.70728 -0.86057 0.1 0.0 0.2
H -2.69920 -1.36824 0.78448 0.0 0.3 -0.2
H 0.56272 -1.60809 -0.74188 -0.1 -0.1 0.0
H -0.61767 -2.49713 0.27669 0.1 0.2 -0.2
H -1.01491 -2.12553 -1.43577 0.2 0.1 0.2
O 2.07605 1.77301 -0.25944 -0.7 1.0 0.8
H 2.60877 2.53253 0.05137 0.4 -0.3 -0.2
C 3.63635 0.12854 0.11953 0.3 -0.5 0.6
O 2.91753 0.83107 -0.88521 0.1 -0.2 -0.8
H 2.94920 -0.40953 0.78808 0.2 0.1 -0.2
H 4.24593 -0.58617 -0.44973 -0.1 0.3 0.2
H 4.27882 0.81510 0.68678 -0.1 -0.2 -0.2
```
Positions in Å, forces in eV/Å.

Calculated values
Expectation value of S²: 0.751
Frontier orbital gap (alpha / beta): 9.8 / 9.9 eV
Charge: +2
E_tot: -934.38690 Eh
2S+1: 2


4 unconnected molecules or ions with the total composition C11H30BrN3O3 at a distorted geometry, computed with ωB97M-V/def2-TZVPD.

XYZ file:
```
48
Properties=species:S:1:pos:R:3:forces:R:3
Br 3.63590 -0.66263 -2.30590 -0.7 0.1 0.0
C -1.81699 -2.42654 -1.89044 0.9 -0.7 0.5
C -1.33126 -3.86834 -1.75296 -2.9 0.1 0.4
O -2.05058 -4.75085 -1.37587 2.3 0.6 -0.7
N 0.17049 -4.06954 -2.07475 -0.9 -0.6 1.6
H 0.25316 -4.66011 -2.88991 0.2 -0.4 -0.4
H 0.55249 -3.15711 -2.27888 0.6 0.5 -0.2
C 0.85516 -4.67170 -0.84241 -0.5 0.9 0.5
H -1.13482 -1.87725 -1.24157 0.2 0.6 -0.4
H -2.80405 -2.27922 -1.45216 0.0 -0.5 -0.3
H -1.79536 -2.11050 -2.93339 0.2 0.2 0.1
H 0.38209 -5.61040 -0.55405 0.5 -0.2 -0.8
H 0.58420 -4.02620 -0.00694 0.1 0.4 -0.1
H 1.93906 -4.60281 -0.93459 -0.2 -0.5 -0.3
C 1.48108 3.03812 -6.10966 -0.4 -0.9 -0.7
C 1.95612 4.19766 -5.35305 -0.6 3.7 -0.7
O 1.70305 5.35246 -5.66235 1.1 -3.1 1.6
N 2.92006 3.96758 -4.12175 -0.5 0.1 -1.4
H 2.55186 4.41576 -3.29491 -0.2 0.9 0.1
H 2.84596 2.99605 -3.85580 0.8 -1.0 -0.2
C 4.30258 4.52930 -4.46785 -0.1 -0.5 1.3
H 0.90237 3.42948 -6.94634 0.1 0.1 0.1
H 0.82812 2.35028 -5.57242 0.1 0.1 0.4
H 2.26910 2.42076 -6.54093 0.3 0.1 0.2
H 4.88025 4.50467 -3.54384 -0.1 0.1 0.0
H 4.11440 5.56436 -4.75305 0.3 -0.3 -0.4
H 4.84942 3.87146 -5.14337 -0.5 0.3 -0.4
C -3.00484 0.29172 5.58620 0.5 0.0 -0.3
N -1.95105 -0.22421 4.60559 -1.0 -0.3 1.4
C -0.76410 -0.59758 5.52182 0.8 -0.5 -1.3
C -2.58567 -1.43277 3.87638 1.7 0.5 0.9
C -1.71116 0.88232 3.52571 0.7 -1.1 0.8
C -0.34650 0.82337 2.83678 0.7 0.0 -1.5
O 0.00590 -0.44441 2.26059 -0.8 -0.7 1.0
H -3.28809 -0.48233 6.29944 -0.2 -0.3 -0.5
H -3.83290 0.63651 4.96691 -0.1 0.2 0.5
H -2.54507 1.04182 6.22968 -0.2 0.4 -0.5
H -0.89817 -1.43394 6.20784 -1.2 0.1 -0.1
H -0.42677 0.23595 6.13788 -0.2 0.3 -0.5
H 0.04686 -0.99498 4.91149 0.1 0.5 -0.3
H -3.49979 -1.11538 3.37464 0.2 0.0 0.1
H -2.77074 -2.19776 4.63046 -0.1 0.0 -0.2
H -1.77301 -1.72299 3.21046 -0.5 -0.4 -0.3
H -1.85328 1.82010 4.06280 0.2 0.1 -0.3
H -2.51775 0.73648 2.80722 0.1 0.1 0.1
H 0.49228 1.19403 3.42599 -0.2 0.0 0.4
H -0.38234 1.42937 1.93148 -0.5 1.0 0.5
H 0.56218 -0.31021 1.48978 0.2 0.2 0.0
```
Positions in Å, forces in eV/Å.

Calculated values
Frontier orbital gap: 6.1 eV
Charge: +2
E_tot: -3400.46578 Eh
ΔE to the lowest compared entry with this formula, charge and spin: 349.5 kJ/mol


A molecular structure, C33H48BrN3P2PbSe at a distorted geometry, computed with ωB97M-V/def2-TZVPD.

XYZ file:
```
89
Properties=species:S:1:pos:R:3:forces:R:3
N 3.26385 1.23488 4.31440 -0.4 -0.6 -0.8
C 1.95302 0.96224 4.45431 0.0 0.0 0.0
C 1.21608 0.17304 3.56728 0.1 0.0 -0.4
C 1.83822 -0.37869 2.41977 0.7 0.7 1.1
C 3.22436 -0.11801 2.29970 -0.5 -0.2 -0.2
C 3.86970 0.67782 3.25016 -0.1 0.1 0.3
C 1.08703 -1.22596 1.48520 -1.2 0.4 2.0
Pb 0.14116 -0.19283 -0.25753 0.5 -0.6 1.7
P -1.07527 -1.21793 -2.05769 -3.1 -2.6 -3.9
C 1.64191 -1.76894 0.29585 2.6 -1.8 -2.4
C 1.29794 -3.09424 -0.23992 0.1 -0.8 0.2
C 2.16189 -3.72418 -1.16698 -0.2 -0.2 -0.1
C 1.85950 -4.96829 -1.73285 -0.2 0.4 0.3
C 0.67094 -5.61352 -1.36665 -0.3 0.1 0.2
C -0.18728 -5.04370 -0.41015 0.3 -0.1 -0.4
C 0.13359 -3.80409 0.14580 0.2 0.4 -0.2
Br 0.20343 -7.27989 -2.17563 0.1 0.5 0.2
H 0.25414 -1.76460 1.95422 0.5 0.0 -0.1
H 2.63996 -1.42417 0.00283 -0.2 -0.3 0.4
H 0.15532 -0.01955 3.76113 0.4 0.1 0.0
H 3.80265 -0.55510 1.48024 -0.2 0.2 0.4
H 1.45986 1.39802 5.33519 0.3 -0.2 -0.4
H 4.94672 0.87565 3.15034 -0.5 -0.1 0.1
H 3.08818 -3.21792 -1.45989 -0.3 -0.2 0.1
H -0.54375 -3.36459 0.88426 0.2 -0.3 -0.1
H 2.53407 -5.42799 -2.46051 -0.2 0.2 0.3
H -1.09974 -5.56728 -0.11151 0.4 0.2 -0.1
P 1.54556 1.56945 -1.20145 3.2 3.4 -2.5
C -2.55135 -2.18404 -1.40501 0.1 0.6 1.0
C -3.13755 -3.34322 -2.21995 0.2 -0.2 -0.5
H -3.32570 -1.42600 -1.17973 0.3 -0.2 -0.1
H -2.21149 -2.55925 -0.42558 -0.2 0.1 -0.3
H -3.95453 -3.82860 -1.65475 0.4 0.4 -0.2
H -3.55144 -3.01277 -3.18616 0.2 -0.1 0.4
H -2.37397 -4.11428 -2.41852 -0.3 0.3 0.1
C -0.18411 -2.43963 -3.16116 0.9 0.0 0.7
C -0.67480 -2.69937 -4.59031 -0.4 0.3 -0.2
H -0.15220 -3.38295 -2.59182 0.0 0.3 -0.1
H 0.85871 -2.08066 -3.19042 -0.3 -0.2 0.0
H 0.00268 -3.41703 -5.08800 -0.2 0.3 0.4
H -1.68788 -3.13150 -4.61383 0.4 0.2 0.0
H -0.68128 -1.77790 -5.19817 0.0 -0.4 0.2
C -1.82738 -0.00536 -3.27811 0.8 0.8 0.5
C -3.12312 -0.35293 -4.02170 -0.3 -0.5 0.1
H -1.01317 0.22571 -3.99087 -0.3 -0.1 0.2
H -1.97588 0.91974 -2.69987 -0.1 -0.2 -0.2
H -3.43339 0.49504 -4.65970 0.3 -0.3 0.4
H -3.01406 -1.23641 -4.66980 0.0 0.4 0.3
H -3.94909 -0.54997 -3.31617 0.3 0.1 -0.3
C 0.86832 3.26307 -1.65107 -0.6 -0.1 0.6
C -0.37515 3.24928 -2.53983 -0.2 -0.2 -0.3
H 1.68445 3.84434 -2.12349 -0.2 -0.6 0.3
H 0.63330 3.76723 -0.69642 0.1 -0.2 -0.4
H -0.73903 4.27538 -2.72669 0.2 -0.5 0.1
H -0.17659 2.78092 -3.51912 0.0 0.2 0.3
H -1.18651 2.67983 -2.05714 0.2 0.4 -0.2
C 2.28960 1.10207 -2.85683 -0.4 -0.4 0.0
C 3.10833 -0.19117 -2.80081 0.2 -0.2 0.0
H 2.89955 1.94495 -3.23745 -0.4 -0.3 0.4
H 1.43808 0.97282 -3.55021 0.3 0.1 0.2
H 3.46073 -0.48475 -3.80561 -0.2 0.2 0.5
H 3.99583 -0.08260 -2.15269 -0.3 -0.1 -0.3
H 2.49263 -1.01147 -2.39419 0.3 0.2 -0.2
C 3.08820 2.15105 -0.30872 0.0 -0.7 0.6
C 2.78336 2.93962 0.97044 -0.2 0.2 0.2
H 3.70437 2.75149 -1.00703 -0.6 -0.4 0.1
H 3.66639 1.24455 -0.05923 -0.1 0.4 -0.1
H 3.70418 3.12342 1.54931 -0.4 -0.1 -0.3
H 2.33079 3.92070 0.74325 0.2 -0.4 0.1
H 2.08877 2.38141 1.62032 0.2 0.2 -0.1
C -1.35014 4.29638 2.21754 0.1 0.3 -0.5
N -1.72458 3.00417 2.79683 0.3 -1.2 -1.4
C -1.81473 1.81199 2.14611 -0.2 0.2 0.4
Se -1.62259 1.66044 0.41176 -1.7 1.8 -2.6
N -2.23463 0.81331 2.96019 0.5 0.1 -1.3
C -2.42165 1.40858 4.15580 -1.1 -1.2 3.0
C -2.89306 0.84580 5.34080 -0.1 0.9 1.0
C -3.05159 1.69759 6.45188 0.3 -0.1 -1.0
C -2.73644 3.07158 6.35320 0.2 -0.2 -1.0
C -2.26181 3.60812 5.14325 -0.4 -0.5 1.0
C -2.11372 2.73831 4.05832 -0.4 1.6 2.6
H -2.04760 4.55248 1.39195 0.4 -0.2 0.5
H -0.31619 4.23904 1.81860 -0.6 0.0 0.2
H -1.39138 5.10922 2.96889 0.0 -0.8 -0.3
H -2.42216 -0.18149 2.70988 0.3 1.6 0.1
H -3.14323 -0.20338 5.40519 0.0 0.0 0.0
H -3.42633 1.30258 7.38740 0.0 0.0 -0.1
H -2.87457 3.72013 7.21170 0.0 -0.1 -0.1
H -2.03520 4.66478 5.07363 0.0 -0.1 -0.1
```
Positions in Å, forces in eV/Å.

Calculated values
Frontier orbital gap (alpha / beta): 4.9 / 5.0 eV
Charge: +2
E_tot: -7300.89897 Eh


- Number 4 is which compound?
  C33H48BrN3P2PbSe


- Which of these has the highest E_tot?
  C4H11CeO4


- The lowest E_tot belongs to which entry?
  C33H48BrN3P2PbSe